{"formula": "C18H19N3O3", "method": "ωB97M-V with the def2-TZVPD basis set", "molar_mass_g_mol": 325.37, "relative_energy_kcal_mol": 68.0, "smiles": "CCOc1ccccc1-c1nc2c(C3CCCC3)noc2c(=O)[nH]1", "total_charge": 0, "elements": ["O", "O", "O", "N", "N", "N", "C", "C", "C", "C", "C", "C", "C", "C", "C", "C", "C", "C", "C", "C", "C", "C", "C", "C", "H", "H", "H", "H", "H", "H", "H", "H", "H", "H", "H", "H", "H", "H", "H", "H", "H", "H", "H"], "xyz": [[1.82, 0.35, -3.22], [3.89, 0.19, -0.95], [-2.16, 1.40, -2.11], [0.20, 0.31, -1.61], [0.73, 0.43, 0.66], [4.36, 0.40, 0.38], [-4.25, 0.87, 0.89], [-3.90, 1.19, -0.43], [1.52, 0.27, -2.00], [-2.12, 0.66, -4.42], [-3.00, 1.13, -3.26], [4.78, 0.78, 4.63], [3.32, 0.71, 2.64], [4.62, 1.33, 3.21], [3.25, -0.66, 3.31], [-2.57, 1.02, -0.87], [-2.00, 0.17, 1.32], [-3.31, 0.34, 1.76], [3.71, -0.33, 4.76], [2.53, 0.26, -0.97], [-1.59, 0.51, 0.04], [-0.17, 0.44, -0.28], [2.09, 0.35, 0.36], [3.28, 0.48, 1.16], [5.46, 1.03, 2.56], [-1.73, -0.37, -4.21], [-0.49, 0.53, -2.32], [-5.28, 1.02, 1.26], [4.56, 2.42, 3.24], [4.59, 1.55, 5.40], [3.97, -1.32, 2.88], [2.86, 0.02, 5.33], [-3.60, 0.12, 2.79], [-2.72, 0.61, -5.32], [-1.29, -0.15, 2.07], [5.77, 0.34, 4.85], [-3.53, 2.09, -3.51], [2.20, -1.12, 3.28], [-4.69, 1.63, -1.07], [4.22, -1.20, 5.21], [-1.26, 1.33, -4.57], [-3.74, 0.33, -3.03], [2.42, 1.33, 2.91]]}

---

{"formula": "C18H19N3O3S", "method": "ωB97M-V with the def2-TZVPD basis set", "molar_mass_g_mol": 357.43, "relative_energy_kcal_mol": 457.8, "total_charge": 0, "elements": ["S", "O", "O", "O", "N", "N", "N", "C", "C", "C", "C", "C", "C", "C", "C", "C", "C", "C", "C", "C", "C", "C", "C", "C", "C", "H", "H", "H", "H", "H", "H", "H", "H", "H", "H", "H", "H", "H", "H", "H", "H", "H", "H", "H"], "xyz": [[2.44, -1.11, -1.06], [-5.67, 1.62, -0.29], [0.39, 0.92, 0.20], [-1.57, -3.01, 0.53], [-0.97, -0.83, 0.14], [4.87, -0.01, -1.52], [3.84, 0.07, 0.85], [5.09, 0.92, 2.44], [-4.38, -0.27, -1.00], [1.39, -1.26, 0.48], [-7.54, -0.17, -0.21], [-3.66, 1.24, 0.50], [-0.68, -2.47, 0.31], [-6.75, 0.98, -1.01], [3.84, -0.31, -0.68], [-4.59, 0.82, -0.23], [-3.09, -0.85, -0.89], [0.36, -0.38, 0.28], [6.91, 0.75, -2.16], [5.98, 1.03, 0.39], [-2.23, -0.44, 0.25], [5.03, 0.74, 1.17], [5.87, 0.78, -1.36], [0.77, -2.59, 0.43], [-2.50, 0.75, 0.85], [6.61, 0.68, -3.15], [-1.72, 1.30, 1.72], [-6.49, 0.61, -1.85], [-2.89, -1.57, -1.30], [1.02, -2.80, 1.57], [-7.71, 1.95, -1.02], [1.11, -3.30, -0.37], [6.93, 1.62, 0.49], [2.26, -0.82, 1.08], [5.61, 1.81, 2.74], [7.78, 0.47, -1.77], [-4.99, -0.81, -1.59], [5.64, 0.02, 3.06], [-3.96, 2.36, 1.20], [7.05, 1.97, -2.18], [-8.04, 0.12, 0.71], [4.15, 1.04, 3.01], [-8.58, -0.44, -0.64], [-6.96, -1.14, -0.12]]}

---

{"formula": "C18H19N3O3S", "method": "ωB97M-V with the def2-TZVPD basis set", "molar_mass_g_mol": 357.43, "relative_energy_kcal_mol": 73.1, "smiles": "COc1ccc(C(=O)N2CCN=C2SCc2cccnc2)c(OC)c1", "total_charge": 0, "elements": ["S", "O", "O", "O", "N", "N", "N", "C", "C", "C", "C", "C", "C", "C", "C", "C", "C", "C", "C", "C", "C", "C", "C", "C", "C", "H", "H", "H", "H", "H", "H", "H", "H", "H", "H", "H", "H", "H", "H", "H", "H", "H", "H", "H"], "xyz": [[2.58, 1.96, -1.28], [-0.62, -0.64, 0.07], [-5.46, -0.53, -0.42], [0.09, 2.11, -2.01], [2.26, 2.09, 1.38], [3.15, -2.07, 0.75], [0.34, 2.01, 0.21], [3.98, -2.40, -1.46], [1.73, 2.05, 0.22], [3.45, -0.78, 0.65], [-1.74, 1.25, -0.74], [4.17, 1.27, -0.61], [-0.59, -1.97, 0.52], [3.41, -2.86, -0.28], [-3.05, -0.69, -0.14], [1.21, 2.12, 2.37], [-0.39, 1.84, -0.93], [-0.12, 2.00, 1.59], [-4.13, 1.29, -1.01], [-4.21, -0.01, -0.51], [4.26, -1.05, -1.57], [3.99, -0.20, -0.50], [-5.62, -1.85, 0.06], [-1.81, -0.06, -0.26], [-2.90, 1.90, -1.14], [3.15, -3.90, -0.15], [-1.16, -2.10, 1.45], [4.34, 1.75, 0.35], [1.36, 1.29, 3.07], [-6.69, -2.04, 0.03], [-0.64, 1.07, 1.83], [-0.79, 2.84, 1.77], [-0.97, -2.66, -0.24], [-5.27, -1.95, 1.09], [-5.04, 1.79, -1.29], [-5.11, -2.57, -0.58], [4.18, -3.08, -2.28], [0.46, -2.19, 0.70], [4.93, 1.54, -1.34], [4.67, -0.64, -2.49], [1.28, 3.05, 2.93], [-3.10, -1.70, 0.23], [3.23, -0.18, 1.51], [-2.83, 2.90, -1.54]]}

---

E_tot in a.u., matching the order above: -1087.2543 -1484.8577 -1485.4708